Below is a molecular structure, FH14HfO7 in a non-equilibrium geometry, with properties calculated with wB97M-V/def2-TZVPD.

Computed properties:
E: -18547.494 eV
HOMO energy: -20.4 eV
Energy above the lowest of the compared OMol25 structures with the same formula, charge and spin: 0.00 kcal per mole
F_max: 9.56 eV/Å
Total charge: +3

Structure (XYZ):
```
23
FH14HfO7 (wB97M-V/def2-TZVPD)
Hf -2.18 8.38 24.68
F -0.67 6.84 23.84
O -0.23 5.14 26.49
H 0.43 4.52 26.84
H -0.70 4.63 25.82
O 0.07 9.49 24.51
H 0.73 9.53 23.80
H 0.41 10.08 25.20
O 2.00 7.20 25.54
H 1.23 7.35 24.98
H 2.62 6.73 24.98
O -1.19 3.99 23.49
H -0.95 4.88 23.77
H -0.80 3.91 22.61
O 0.86 5.71 21.67
H 1.63 5.37 22.15
H 0.32 6.14 22.35
O -0.71 7.76 26.47
H -0.50 8.17 27.32
H -0.26 6.86 26.49
O -3.29 7.19 22.79
H -3.50 6.25 22.62
H -3.76 7.68 22.08
```

***

Below is a molecular structure, FH14O7V in a non-equilibrium geometry, with properties calculated with wB97M-V/def2-TZVPD.

Computed properties:
E: -42957.029 eV
HOMO energy (spin up / spin down): -13.4 / -13.4 eV
Energy above the lowest of the compared OMol25 structures with the same formula, charge and spin: 106.56 kcal per mole
F_max: 3.25 eV/Å
Multiplicity: 4
Total charge: +1

Structure (XYZ):
```
23
FH14O7V (wB97M-V/def2-TZVPD)
V 0.30 0.81 -2.09
F 0.52 0.39 -0.07
O -1.81 1.25 -1.68
H -2.28 1.85 -1.03
H -2.50 0.96 -2.31
O -0.11 2.85 0.84
H 0.08 1.89 0.74
H 0.44 3.15 0.14
O 1.56 0.20 2.25
H 1.22 0.15 1.33
H 2.05 1.00 2.24
O 2.35 -1.52 -0.34
H 1.74 -0.77 -0.04
H 3.11 -1.18 -0.82
O -0.23 -1.31 -2.11
H -1.05 -1.61 -2.55
H 0.43 -2.07 -2.24
O -0.27 -2.33 1.04
H -0.37 -1.80 1.84
H -0.40 -1.78 0.26
O -1.58 0.25 1.80
H -2.33 -0.39 1.61
H -0.89 0.00 1.20
```

***

Below is a molecular structure, FH14O7Zr in a non-equilibrium geometry, with properties calculated with wB97M-V/def2-TZVPD.

Computed properties:
E: -18524.394 eV
HOMO energy: -20.2 eV
F_max: 8.08 eV/Å
Total charge: +3

Structure (XYZ):
```
23
FH14O7Zr (wB97M-V/def2-TZVPD)
Zr -13.67 23.41 -0.58
F -12.74 25.22 -0.09
O -14.74 24.20 1.31
H -15.50 23.91 1.86
H -14.35 24.97 1.78
O -11.98 26.57 -2.52
H -11.91 27.54 -2.49
H -11.27 26.26 -1.93
O -13.12 24.19 -2.61
H -12.70 25.13 -2.60
H -13.33 24.00 -3.56
O -10.77 26.87 1.40
H -11.15 27.55 1.99
H -11.53 26.44 1.00
O -11.32 23.01 -1.14
H -10.97 22.75 -2.02
H -10.54 23.05 -0.55
O -13.47 28.17 0.68
H -13.41 27.52 -0.02
H -13.61 29.02 0.23
O -9.51 26.07 -1.10
H -10.03 26.25 -0.30
H -8.68 26.54 -0.95
```